## one
Formula: C4H7NO
Source: the OMol25 dataset
Level of theory: ωB97M-V/def2-TZVPD

ORCA input file:
```
! RIJCOSX wB97M-V def2-TZVPD def2/J DEFGRID3
* xyz 0 1
O -2.65492 -1.08145 0.90532
N -0.46325 -0.71834 0.73545
C 0.73561 -0.36524 0.06018
C 1.29492 1.00571 0.26654
C 0.79848 0.58655 -1.09670
C -1.58747 -0.73638 0.16755
H 1.45118 -1.18385 0.07862
H 0.67597 1.70344 0.82596
H -0.12560 1.03906 -1.44576
H -2.24401 -1.24239 1.77421
H 1.52491 0.38014 -1.87562
H -1.84580 -0.50816 -0.87352
H 2.36208 1.10583 0.43521
*
```

Values from the calculation:
Orbital gap, eV: 10.52
E_LUMO, eV: 1.13

---

## two
Formula: C4H7NO
Source: the OMol25 dataset
Level of theory: ωB97M-V/def2-TZVPD

ORCA input file:
```
! RIJCOSX wB97M-V def2-TZVPD def2/J DEFGRID3
* xyz 0 1
O -0.95918 2.41333 -0.99807
N -1.71609 0.27988 -0.43325
C -0.81234 -0.66034 0.18852
C 0.39184 0.09658 -0.33800
C 1.66782 -0.22439 0.49613
C -0.78050 1.28237 -0.62737
H 1.41341 -0.60603 1.49657
H -0.87356 -0.61694 1.28366
H 0.58691 -0.22396 -1.36731
H 2.37491 0.59317 0.62010
H -2.68458 0.40663 -0.17399
H 2.22227 -1.05336 0.02052
H -0.83091 -1.68695 -0.16751
*
```

Values from the calculation:
Orbital gap, eV: 10.65
E_LUMO, eV: 0.94

---

## three
Formula: C4H7NO
Source: the OMol25 dataset
Level of theory: ωB97M-V/def2-TZVPD

ORCA input file:
```
! RIJCOSX wB97M-V def2-TZVPD def2/J DEFGRID3
* xyz 0 1
O 2.27385 0.05425 0.43700
N -1.39734 1.90879 -0.87143
C -1.51656 0.76850 -0.70305
C -0.60702 -1.46990 -0.58493
C -1.65011 -0.64693 -0.48673
C 1.86162 1.03324 -0.13837
H 1.11977 1.71655 0.31323
H 2.19270 1.28131 -1.16508
H 0.38844 -1.11297 -0.82661
H 0.01807 0.03116 2.49885
H -2.64231 -1.00311 -0.22767
H 0.67972 -0.02743 2.16023
H -0.72084 -2.53348 -0.40544
*
```

Values from the calculation:
Orbital gap, eV: 10.65
E_LUMO, eV: 0.29

---

## four
Formula: C4H7NO
Source: the OMol25 dataset
Level of theory: ωB97M-V/def2-TZVPD

ORCA input file:
```
! RIJCOSX wB97M-V def2-TZVPD def2/J DEFGRID3
* xyz 0 1
O 0.43630 2.21264 0.74893
N 0.19447 -1.56856 0.03048
C -0.80228 -0.97155 0.54442
C -1.72076 -0.12785 -0.28694
C 1.19442 1.54598 0.15593
C 2.02999 0.79136 -0.51500
H -1.25058 0.12039 -1.24284
H -1.99418 0.79242 0.23905
H -2.64311 -0.68528 -0.48800
H 0.71134 -2.08840 0.74147
H -1.04893 -1.04221 1.61264
H 3.07927 1.04707 -0.53859
H 1.64714 -0.12673 -0.95073
*
```

Values from the calculation:
Orbital gap, eV: 10.04
E_LUMO, eV: 0.96

---

Most favorable structure: two. The second most favorable one is 4.1 kcal/mol above it.

---

## one
Formula: C4H7NO
Source: the OMol25 dataset
Level of theory: ωB97M-V/def2-TZVPD

ORCA input file:
```
! RIJCOSX wB97M-V def2-TZVPD def2/J DEFGRID3
* xyz 0 1
O -1.79958 -0.03966 0.80321
N -2.41152 -0.42117 -1.84874
C 1.64356 0.42175 -0.19101
C 0.57634 0.22048 0.87390
C -0.65195 -0.39515 0.23977
C -1.31081 -0.09890 -1.60284
H 1.91285 -0.53688 -0.64592
H 0.95650 -0.46543 1.65544
H 2.54310 0.86954 0.23288
H -0.54191 -1.41842 -0.09539
H 1.24395 1.06406 -0.97784
H -2.47178 -0.35270 0.16830
H 0.31125 1.15247 1.38824
*
```

Values from the calculation:
Orbital gap, eV: 10.54
E_LUMO, eV: -0.34

---

## two
Formula: C4H7NO
Source: the OMol25 dataset
Level of theory: ωB97M-V/def2-TZVPD

ORCA input file:
```
! RIJCOSX wB97M-V def2-TZVPD def2/J DEFGRID3
* xyz 0 1
O -0.63882 -0.36433 -1.45133
N 0.04722 -1.07180 -2.40482
C 1.00367 0.54428 0.33269
C -0.05269 -0.54216 -0.02316
C -1.22589 0.89559 1.76211
C -0.31590 0.42819 0.93167
H 1.98917 0.40758 1.00023
H 0.37058 -1.81325 -1.91402
H -0.02483 -1.55916 0.32784
H 0.85252 -0.49655 -2.64285
H -2.22232 0.61094 1.93505
H -0.95442 1.61503 2.51052
H 1.17171 1.34564 -0.36393
*
```

Values from the calculation:
Orbital gap, eV: 10.03
E_LUMO, eV: 0.82

---

## three
Formula: C4H7NO
Source: the OMol25 dataset
Level of theory: ωB97M-V/def2-TZVPD

ORCA input file:
```
! RIJCOSX wB97M-V def2-TZVPD def2/J DEFGRID3
* xyz 0 1
O -0.77386 -0.63120 -0.15781
N 1.86154 -0.65109 -0.05889
C 0.36054 0.11782 -0.24462
C -1.14472 -1.06058 1.15228
C 1.36086 0.06806 0.87703
C 0.25317 1.36660 -1.08436
H -1.32714 -0.20433 1.80884
H -0.27596 1.17254 -2.02178
H -0.30717 2.11373 -0.51181
H -0.36853 -1.69299 1.59483
H 1.17614 -0.62759 -1.03827
H 1.24561 1.76994 -1.29677
H -2.06189 -1.63628 1.02240
*
```

Values from the calculation:
Orbital gap, eV: 10.02
E_LUMO, eV: 0.96

---

Most favorable structure: one. The second most favorable one is 50.1 kcal/mol above it.

---

## one
Formula: C4H7NO
Source: the OMol25 dataset
Level of theory: ωB97M-V/def2-TZVPD

ORCA input file:
```
! RIJCOSX wB97M-V def2-TZVPD def2/J DEFGRID3
* xyz 0 1
O 0.34779 2.34476 0.73171
N 0.87894 -0.82948 -0.15520
C -1.58927 -0.07381 -0.34747
C 1.68894 0.39588 0.02662
C -0.31287 -0.07213 0.46021
C 0.62295 1.18722 0.44657
H -0.47829 -0.45722 1.47454
H -2.24139 0.70075 0.07116
H 1.13484 -1.67594 0.36477
H -2.13243 -1.02732 -0.31677
H -1.39340 0.20072 -1.38907
H 2.73540 0.41453 -0.24023
H 0.73881 -1.10796 -1.12685
*
```

Values from the calculation:
Orbital gap, eV: 7.97
E_LUMO, eV: 0.36

---

## two
Formula: C4H7NO
Source: the OMol25 dataset
Level of theory: ωB97M-V/def2-TZVPD

ORCA input file:
```
! RIJCOSX wB97M-V def2-TZVPD def2/J DEFGRID3
* xyz 0 1
O -2.08043 -1.35073 0.47080
N -0.19533 0.97159 -1.33015
C -0.04250 -0.17325 -0.43478
C -0.35383 1.24955 0.04543
C 1.35352 -0.70330 -0.22106
C -1.08593 -0.73229 0.37153
H -1.02677 1.07149 -1.91079
H -1.39950 1.46585 0.32795
H 2.05320 -0.06218 -0.76144
H -0.37806 0.00909 1.76556
H 1.44377 -1.72636 -0.59841
H 1.61358 -0.70166 0.84359
H 0.04638 0.85944 1.44515
*
```

Values from the calculation:
Orbital gap (spin up / spin down), eV: 8.62 / 8.62
E_LUMO (spin up / spin down), eV: 0.02 / 0.02

---

## three
Formula: C4H7NO
Source: the OMol25 dataset
Level of theory: ωB97M-V/def2-TZVPD

ORCA input file:
```
! RIJCOSX wB97M-V def2-TZVPD def2/J DEFGRID3
* xyz 0 1
O -2.91871 0.13936 1.24645
N 0.41277 -0.50237 0.20975
C -0.58701 0.39935 0.74214
C -1.96817 -0.20427 0.58812
C 0.77368 -0.41081 -1.19417
C 1.71081 0.03620 -0.13374
H 0.91924 -1.36309 -1.70014
H 2.56503 -0.57283 0.15227
H -0.41602 0.54186 1.81483
H 0.31923 0.36965 -1.80715
H -2.06096 -0.98900 -0.19136
H -0.59515 1.40730 0.27706
H 1.86577 1.11280 -0.04697
*
```

Values from the calculation:
Orbital gap, eV: 10.64
E_LUMO, eV: 1.06

---

Most favorable structure: three. The second most favorable one is 11.5 kcal/mol above it.

---

## one
Formula: C4H7NO
Source: the OMol25 dataset
Level of theory: ωB97M-V/def2-TZVPD

ORCA input file:
```
! RIJCOSX wB97M-V def2-TZVPD def2/J DEFGRID3
* xyz 0 1
O -1.52968 -0.72157 1.45603
N 0.43572 -0.11059 0.25295
C -0.78839 -0.66486 0.50181
C 1.20494 0.73670 1.12839
C -1.21966 -0.70464 -0.92439
C 0.17175 0.01896 -1.19386
H 2.27204 0.52662 1.02175
H 0.91995 -0.53958 -1.79599
H 1.02794 1.79962 0.91783
H -2.17179 -0.28340 -0.47130
H -1.36633 -1.64336 -1.46215
H 0.15605 1.05612 -1.54053
H 0.90150 0.52659 2.15908
*
```

Values from the calculation:
Orbital gap, eV: 10.37
E_LUMO, eV: 0.92

---

## two
Formula: C4H7NO
Source: the OMol25 dataset
Level of theory: ωB97M-V/def2-TZVPD

ORCA input file:
```
! RIJCOSX wB97M-V def2-TZVPD def2/J DEFGRID3
* xyz 0 1
O -0.92278 2.23765 -0.16684
N -0.55596 -0.85282 0.76756
C -0.51357 -0.22164 -0.52148
C 0.75348 -0.31971 -1.32090
C -0.22451 0.35981 1.53230
C -0.54020 1.13896 0.21433
H 1.58329 -0.46690 -0.44314
H 0.91970 -1.29106 -1.91200
H -1.44010 -0.31145 -1.18636
H 0.98426 0.53752 -2.02693
H 0.78201 0.31241 1.94707
H 0.11359 -1.64840 0.83977
H -0.93922 0.52562 2.27662
*
```

Values from the calculation:
Orbital gap, eV: 10.51
E_LUMO, eV: 0.95

---

Most favorable structure: one. The second most favorable one is 7.9 kcal/mol above it.